Entry 1:
A 2-piece molecular cluster, BrHIP overall, computed with wB97M-V/def2-TZVPD.

Properties
Energy: -87444.8772 eV
Frontier orbital gap (spin up / spin down): 3.59 / 3.73 eV
E_HOMO (spin up / spin down): -8.046 / -8.076 eV
ΔE to the lowest compared entry with this formula, charge and spin: 3.755 eV

Geometry (Å):
P 1.21 0.56 -0.85
Br -2.12 -2.12 0.20
I -0.39 1.86 0.36
H 1.30 -0.30 0.28

---

Entry 2:
One molecule with the formula C7H10, computed with wB97M-V/def2-TZVPD.

Properties
Energy: -7417.2842 eV
Frontier orbital gap: 8.45 eV
E_HOMO: -8.036 eV
ΔE to the lowest compared entry with this formula, charge and spin: 3.751 eV

Geometry (Å):
C -1.77 0.37 -0.06
C -0.77 -0.76 -0.45
C -0.08 -0.08 -1.58
C 1.10 0.71 -1.13
C 1.45 0.81 0.34
C 0.99 -0.09 1.21
C 0.10 -1.21 0.74
H -2.38 0.67 -0.91
H -2.43 0.00 0.73
H -1.25 1.25 0.33
H -1.38 -1.60 -0.81
H 0.71 -2.07 0.42
H 1.03 1.70 -1.60
H 1.93 0.25 -1.70
H 2.07 1.64 0.66
H 1.24 -0.02 2.26
H -0.54 -1.57 1.55

---

Entry 3:
One molecule with the formula C6H15N, computed with wB97M-V/def2-TZVPD.

Properties
SMILES string: C[C@@H](N)C(C)(C)C
Energy: -7955.7665 eV
Frontier orbital gap: 10.01 eV
E_HOMO: -9.116 eV
ΔE to the lowest compared entry with this formula, charge and spin: 0.000 eV

Geometry (Å):
C -0.95 0.15 -1.87
C -0.92 0.44 -0.36
N -2.10 -0.17 0.21
C 0.43 0.05 0.32
C 0.64 -1.47 0.33
C 0.42 0.55 1.77
C 1.60 0.71 -0.41
H -0.23 0.76 -2.40
H -0.75 -0.89 -2.07
H -1.95 0.39 -2.23
H -1.04 1.52 -0.23
H -2.08 -1.17 0.08
H -2.17 0.02 1.21
H 1.59 -1.71 0.81
H 0.67 -1.87 -0.68
H -0.15 -1.98 0.89
H 1.37 0.34 2.25
H 0.25 1.63 1.80
H -0.36 0.07 2.35
H 2.52 0.57 0.16
H 1.43 1.78 -0.52
H 1.75 0.28 -1.39

---

Entry 4:
C4H16N2O2 as an isolated structure, computed with wB97M-V/def2-TZVPD.

Properties
Energy: -11480.9431 eV
Frontier orbital gap: 9.80 eV
E_HOMO: -9.182 eV
ΔE to the lowest compared entry with this formula, charge and spin: 2.028 eV

Geometry (Å):
C -1.43 0.05 1.57
C -0.14 -0.73 1.95
C 1.14 0.01 1.57
C 1.51 1.41 -0.32
N 1.33 -0.03 0.07
N -1.35 0.57 0.15
H -1.48 0.85 2.27
H -2.32 -0.59 1.75
H -0.16 -0.93 3.03
H -0.13 -1.68 1.39
H 1.94 -0.55 2.02
H 1.22 0.98 2.09
H 0.70 2.07 -0.01
H 2.37 1.79 0.26
H 1.68 1.61 -1.36
H 0.42 -0.21 -0.34
H -0.62 1.31 0.17
H -2.28 1.01 -0.12
H -1.81 -2.15 -1.73
H -1.37 -0.53 -0.61
O -1.16 -1.58 -1.32
H -0.14 -0.38 -2.40
H 1.04 -0.46 -3.19
O 0.49 0.28 -2.84

---

- The lowest energy belongs to which entry?
  BrHIP

---

- Which of these has the lowest ΔE to the lowest compared entry with this formula, charge and spin?
  C6H15N

---

- energy of number 1 (BrHIP)?
  -87444.8772 eV